A 9-piece molecular cluster, C86H80N4O12 overall in a non-equilibrium geometry, computed with ωB97M-V/def2-TZVPD.

Cartesian coordinates (Å):
O: 0.04 -8.09 14.77
C: -0.93 -8.13 13.98
C: -0.66 -8.30 12.51
C: 0.62 -8.10 11.91
C: 0.82 -8.30 10.53
C: -0.21 -8.75 9.71
C: -1.48 -8.93 10.26
C: -1.74 -8.64 11.64
C: -3.16 -8.71 12.16
O: -4.03 -9.22 11.53
C: -3.44 -8.25 13.59
C: -4.73 -8.24 14.10
C: -4.95 -7.84 15.41
C: -3.96 -7.51 16.22
C: -2.61 -7.62 15.77
C: -2.31 -7.93 14.45
H: 1.46 -7.73 12.48
H: 1.76 -7.92 10.15
H: -0.07 -8.80 8.64
H: -2.26 -9.21 9.57
H: -5.55 -8.56 13.47
H: -5.98 -8.00 15.69
H: -4.03 -7.41 17.29
H: -1.76 -7.63 16.45
O: 3.12 3.15 -7.63
C: 2.35 3.50 -8.55
C: 2.77 3.22 -9.97
C: 3.84 2.30 -10.21
C: 4.37 2.09 -11.47
C: 3.91 2.90 -12.53
C: 2.79 3.70 -12.27
C: 2.23 3.91 -11.04
C: 1.01 4.75 -10.85
O: 0.52 5.37 -11.76
C: 0.32 4.69 -9.50
C: -0.92 5.34 -9.28
C: -1.49 5.32 -8.02
C: -0.91 4.64 -6.98
C: 0.37 4.05 -7.16
C: 1.03 4.16 -8.39
H: 4.28 1.76 -9.39
H: 5.19 1.42 -11.66
H: 4.37 2.72 -13.49
H: 2.19 4.11 -13.08
H: -1.43 5.80 -10.11
H: -2.33 5.98 -7.84
H: -1.42 4.44 -6.04
H: 0.74 3.37 -6.40
O: 12.88 2.95 1.65
C: 13.56 3.46 0.68
C: 13.08 3.45 -0.81
C: 11.93 2.80 -1.14
C: 11.49 2.67 -2.48
C: 12.34 3.12 -3.50
C: 13.57 3.74 -3.13
C: 13.97 3.90 -1.84
C: 15.25 4.62 -1.52
O: 15.94 5.19 -2.40
C: 15.88 4.39 -0.16
C: 17.25 4.61 0.12
C: 17.73 4.40 1.41
C: 16.94 3.75 2.41
C: 15.61 3.53 2.03
C: 15.03 3.86 0.85
H: 11.26 2.42 -0.37
H: 10.48 2.31 -2.64
H: 11.95 3.10 -4.51
H: 14.16 4.18 -3.92
H: 18.04 4.89 -0.57
H: 18.74 4.63 1.71
H: 17.28 3.62 3.43
H: 14.94 3.20 2.83
O: -6.82 3.06 -9.86
C: -6.14 2.54 -10.74
C: -6.41 2.88 -12.23
C: -7.52 3.60 -12.56
C: -7.68 4.13 -13.91
C: -6.87 3.68 -14.90
C: -5.84 2.86 -14.61
C: -5.54 2.48 -13.25
C: -4.39 1.61 -12.97
O: -3.61 1.33 -13.89
C: -4.27 1.07 -11.63
C: -3.40 -0.02 -11.49
C: -3.39 -0.82 -10.27
C: -4.05 -0.23 -9.15
C: -4.96 0.77 -9.31
C: -5.08 1.50 -10.51
H: -8.19 4.03 -11.83
H: -8.51 4.80 -14.08
H: -7.15 4.01 -15.89
H: -5.30 2.38 -15.41
H: -2.76 -0.38 -12.28
H: -2.61 -1.57 -10.25
H: -4.04 -0.62 -8.14
H: -5.47 1.17 -8.44
O: -11.34 4.13 -4.79
C: -11.24 2.90 -4.71
C: -12.09 1.96 -5.63
C: -13.09 2.34 -6.54
C: -13.85 1.50 -7.33
C: -13.59 0.22 -7.19
C: -12.58 -0.35 -6.43
C: -11.80 0.54 -5.61
C: -10.66 0.00 -4.80
O: -10.35 -1.17 -4.98
C: -9.99 0.88 -3.79
C: -9.02 0.40 -2.85
C: -8.33 1.26 -2.00
C: -8.74 2.56 -1.81
C: -9.67 3.05 -2.74
C: -10.27 2.26 -3.75
H: -13.27 3.39 -6.65
H: -14.63 1.83 -8.00
H: -14.23 -0.44 -7.76
H: -12.45 -1.42 -6.45
H: -8.55 -0.56 -2.99
H: -7.47 1.06 -1.38
H: -8.27 3.14 -1.04
H: -9.91 4.09 -2.55
C: -5.51 -2.91 9.03
C: -6.15 -3.57 7.85
N: -7.27 -2.77 7.36
C: -6.95 -1.82 6.32
C: -6.44 -0.44 6.68
C: -8.31 -2.31 8.32
C: -8.79 -3.45 9.13
H: -6.11 -3.00 9.94
H: -5.25 -1.86 8.87
H: -4.52 -3.34 9.19
H: -5.56 -3.79 6.96
H: -6.56 -4.54 8.15
H: -6.37 -2.28 5.53
H: -7.85 -1.48 5.82
H: -5.53 -0.46 7.27
H: -6.26 0.32 5.93
H: -7.15 -0.01 7.40
H: -9.10 -1.78 7.79
H: -7.95 -1.51 8.97
H: -8.05 -3.74 9.87
H: -9.10 -4.33 8.56
H: -9.67 -3.19 9.72
C: 0.76 -0.90 -0.04
C: 0.94 -2.12 0.91
N: 1.96 -1.75 1.91
C: 3.34 -1.99 1.40
C: 4.43 -1.42 2.38
C: 1.78 -2.54 3.16
C: 0.51 -2.03 3.86
H: -0.04 -1.02 -0.76
H: 1.62 -0.67 -0.67
H: 0.56 0.00 0.54
H: -0.02 -2.10 1.43
H: 1.08 -3.05 0.36
H: 3.63 -3.02 1.23
H: 3.46 -1.55 0.41
H: 4.41 -0.41 2.78
H: 4.48 -2.11 3.22
H: 5.40 -1.50 1.87
H: 2.62 -2.38 3.83
H: 1.69 -3.61 2.93
H: -0.39 -2.54 3.50
H: 0.33 -0.96 3.95
H: 0.57 -2.30 4.92
C: 12.99 -2.24 4.99
C: 13.22 -1.75 6.39
N: 12.42 -0.86 6.89
O: 14.19 -2.22 7.04
H: 13.53 -1.74 4.18
H: 11.96 -2.07 4.68
H: 13.14 -3.32 4.94
H: 12.79 -0.42 7.72
H: 11.73 -0.31 6.40
C: 6.51 5.53 6.03
C: 6.27 4.68 7.19
N: 5.05 4.67 7.70
O: 7.06 4.04 7.83
H: 7.17 6.34 6.32
H: 5.66 6.20 5.87
H: 6.70 5.07 5.06
H: 4.95 4.11 8.53
H: 4.36 4.96 7.01

Output
Lowest unoccupied orbital energy: -0.0447 Eh
Gap between HOMO and LUMO: 6.78 eV
SMILES string: O=C1c2ccccc2C(=O)c2ccccc21.O=C1c2ccccc2C(=O)c2ccccc21.O=C1c2ccccc2C(=O)c2ccccc21.O=C1c2ccccc2C(=O)c2ccccc21.O=C1c2ccccc2C(=O)c2ccccc21.CCN(CC)CC.CCN(CC)CC.CC(N)=O.CC(N)=O
ΔE to the lowest compared entry with this formula, charge and spin: 1.890 eV
E_tot: -4446.88558 Eh